1.
Computed, not measured: a molecular structure, C19H26F17N4O7S2 in a non-equilibrium geometry, with ωB97M-V/def2-TZVPD.

Geometry as XYZ:
```
75
Properties=species:S:1:pos:R:3
O -1.353 -1.559 1.287
S -0.521 -0.382 1.300
O -0.591 0.403 2.507
N -0.846 0.405 -0.053
S 0.155 1.607 -0.452
O -0.548 2.524 -1.324
O 0.832 2.243 0.659
C 1.422 0.873 -1.511
C 2.625 0.435 -0.652
C 3.799 1.355 -0.877
F 3.458 2.635 -0.625
F 4.146 1.308 -2.185
C 5.097 1.068 -0.034
F 6.078 0.665 -0.882
F 5.542 2.196 0.551
C 5.039 -0.055 1.028
F 4.722 -1.225 0.445
F 6.304 -0.189 1.494
C 4.050 0.221 2.220
F 3.056 -0.689 2.159
F 3.540 1.459 2.086
C 4.664 0.056 3.617
F 5.136 -1.210 3.675
F 5.706 0.876 3.803
C 3.670 0.212 4.830
F 4.401 0.594 5.898
F 3.161 -1.002 5.104
C 2.470 1.180 4.732
F 1.806 1.040 5.906
F 1.624 0.818 3.757
C 2.832 2.709 4.589
F 2.639 3.332 5.766
F 4.110 2.879 4.239
F 2.032 3.271 3.675
H 0.773 -0.801 1.244
H 1.670 1.648 -2.216
H 0.983 0.035 -2.016
H 2.918 -0.548 -0.995
H 2.283 0.431 0.370
C 0.822 -1.200 -4.830
O 1.258 -0.437 -3.984
N -0.285 -0.961 -5.541
C -0.812 -1.897 -6.520
C -0.993 0.289 -5.303
H 1.300 -2.166 -5.064
H -0.848 -1.422 -7.504
H -1.817 -2.196 -6.233
H -0.180 -2.781 -6.576
H -0.339 1.135 -5.514
H -1.302 0.356 -4.260
H -1.868 0.335 -5.946
C -4.734 1.351 4.863
O -5.105 1.193 3.718
N -3.498 1.712 5.244
C -3.163 1.890 6.638
C -2.455 1.934 4.239
H -5.419 1.213 5.722
H -2.829 2.915 6.818
H -2.362 1.205 6.924
H -4.034 1.691 7.261
H -2.769 2.727 3.559
H -2.286 1.032 3.656
H -1.530 2.221 4.731
C -4.759 -2.983 -6.259
O -3.651 -3.282 -6.665
N -5.263 -3.363 -5.076
C -6.589 -2.972 -4.639
C -4.442 -4.189 -4.203
H -5.451 -2.354 -6.845
H -6.525 -2.398 -3.714
H -7.203 -3.858 -4.465
H -7.065 -2.358 -5.400
H -3.517 -3.669 -3.956
H -4.186 -5.122 -4.705
H -4.989 -4.405 -3.289
```

Total charge: -1

***

2.
Computed, not measured: a gas-phase ion, C19H26F9NO2P (charge +1) in a non-equilibrium geometry, with ωB97M-V/def2-TZVPD.

Geometry as XYZ:
```
58
Properties=species:S:1:pos:R:3
C -3.887 3.234 -0.304
C -4.256 1.896 0.331
O -3.107 1.261 0.911
C -2.700 0.107 0.230
C -1.346 -0.328 0.767
O -0.600 0.834 1.196
N 0.721 0.845 0.840
C 1.077 1.712 -0.139
C 0.023 2.489 -0.882
C 0.203 2.481 -2.404
C -0.754 1.585 -3.169
F -1.990 1.613 -2.641
F -0.847 2.029 -4.437
C -0.230 0.130 -3.247
F 0.807 0.132 -4.097
F 0.256 -0.217 -2.033
C -1.226 -0.947 -3.735
F -2.357 -0.890 -3.035
F -1.479 -0.708 -5.016
C -0.692 -2.403 -3.618
F 0.405 -2.570 -4.308
F -1.625 -3.207 -4.085
F -0.466 -2.713 -2.355
C 2.448 1.879 -0.412
C 3.404 1.147 0.292
C 2.975 0.249 1.271
C 1.604 0.101 1.556
P 1.024 -1.018 2.914
C 2.497 -1.090 4.005
C 3.714 -1.945 3.568
C 1.044 -2.636 2.042
C 1.117 -3.803 3.057
H -4.076 3.238 -1.374
H -2.835 3.440 -0.144
H -4.474 4.037 0.126
H -4.710 1.224 -0.394
H -4.983 2.028 1.125
H -3.383 -0.720 0.449
H -2.697 0.239 -0.852
H -0.793 -0.906 0.032
H -1.494 -0.953 1.643
H 0.100 3.516 -0.535
H -0.955 2.141 -0.570
H 1.209 2.212 -2.710
H 0.029 3.482 -2.783
H 2.771 2.575 -1.167
H 4.451 1.279 0.072
H 3.707 -0.322 1.815
H 2.813 -0.074 4.225
H 2.102 -1.485 4.935
H 4.624 -1.362 3.654
H 3.645 -2.301 2.544
H 3.808 -2.819 4.200
H 0.134 -2.745 1.462
H 1.866 -2.701 1.331
H 0.766 -3.485 4.034
H 2.131 -4.173 3.121
H 0.491 -4.611 2.698
```

SMILES: CCOCCO[n+]1c(CCC(F)(F)C(F)(F)C(F)(F)C(F)(F)F)cccc1P(CC)CC
Total charge: +1

***

3.
Computed, not measured: a gas-phase ion, C19H26FN2 (charge +1), with ωB97M-V/def2-TZVPD.

Geometry as XYZ:
```
48
Properties=species:S:1:pos:R:3
C -6.091 -1.036 -1.492
H -6.328 -1.863 -2.157
H -6.785 -1.075 -0.656
H -6.238 -0.113 -2.045
C -4.650 -1.208 -1.033
N -4.141 -0.192 -0.116
C -2.881 -0.326 0.369
C -2.096 -1.468 0.092
C -0.841 -1.628 0.629
C -0.280 -0.663 1.464
C -1.027 0.482 1.725
C -2.284 0.651 1.195
H -2.806 1.560 1.438
H -0.620 1.251 2.366
C 1.097 -0.852 2.016
H 1.230 -1.865 2.401
H 1.306 -0.136 2.812
N 2.114 -0.651 0.924
H 1.852 -1.264 0.138
H 3.046 -0.947 1.237
C 2.185 0.743 0.427
C 3.041 0.839 -0.835
C 4.489 0.496 -0.590
C 5.449 1.478 -0.376
C 6.777 1.142 -0.174
C 7.175 -0.185 -0.189
C 6.241 -1.186 -0.397
C 4.924 -0.824 -0.588
F 3.986 -1.805 -0.762
H 6.518 -2.227 -0.418
H 8.211 -0.444 -0.043
H 7.505 1.921 -0.014
H 5.149 2.515 -0.380
H 2.631 0.178 -1.603
H 2.978 1.861 -1.209
H 2.599 1.370 1.219
H 1.163 1.067 0.214
H -0.291 -2.532 0.405
H -2.470 -2.250 -0.544
C -4.892 1.029 0.097
C -4.486 2.142 -0.869
H -3.431 2.384 -0.763
H -4.663 1.838 -1.898
H -5.070 3.036 -0.669
H -4.757 1.355 1.131
H -5.951 0.813 -0.024
H -4.579 -2.179 -0.530
H -4.007 -1.236 -1.924
```

SMILES: CCN(CC)c1ccc(C[NH2+]CCc2ccccc2F)cc1
Total charge: +1

***

4.
Computed, not measured: a single C19H26N2 molecule, with ωB97M-V/def2-TZVPD.

Geometry as XYZ:
```
47
Properties=species:S:1:pos:R:3
C 2.995 0.681 -2.102
C 2.538 -0.275 -1.007
C 2.193 -1.652 -1.568
C 1.818 -2.692 -0.510
C 0.548 -2.338 0.277
C 0.852 -1.672 1.620
H 1.203 -2.422 2.332
H 1.648 -0.942 1.484
C -0.374 -0.968 2.220
N -0.872 0.078 1.351
C -1.977 -0.130 0.575
C -2.396 0.729 -0.382
C -1.677 1.933 -0.708
N -1.961 2.788 -1.619
H -2.799 2.556 -2.147
C -0.502 2.150 0.138
C 0.266 3.297 -0.067
C 1.368 3.571 0.710
C 1.706 2.695 1.733
C 0.966 1.553 1.953
C -0.141 1.242 1.152
H 1.258 0.908 2.766
H 2.555 2.903 2.367
H 1.958 4.458 0.535
H -0.049 3.954 -0.862
C -3.680 0.266 -1.012
H -3.656 0.331 -2.101
H -4.514 0.882 -0.660
C -3.811 -1.186 -0.528
H -4.844 -1.458 -0.317
H -3.436 -1.861 -1.298
C -2.921 -1.294 0.721
H -2.419 -2.261 0.759
H -3.508 -1.178 1.637
H -1.172 -1.691 2.383
H -0.120 -0.542 3.196
H -0.035 -3.245 0.459
H -0.062 -1.671 -0.334
H 1.667 -3.646 -1.021
H 2.652 -2.825 0.183
H 3.054 -2.028 -2.128
H 1.365 -1.549 -2.274
H 3.332 -0.374 -0.262
H 1.665 0.159 -0.519
H 2.210 0.810 -2.844
H 3.225 1.656 -1.679
H 3.883 0.301 -2.602
```

SMILES: [H]/N=c1\c2c(n(CCCCCCC)c3ccccc13)CCC2

***

5.
Computed, not measured: a single C19H26N2O2 molecule in a non-equilibrium geometry, with ωB97M-V/def2-TZVPD.

Geometry as XYZ:
```
49
Properties=species:S:1:pos:R:3
O -1.556 1.346 2.964
O -4.077 0.094 0.989
C -1.176 0.178 2.894
C -3.203 0.712 0.262
C 0.953 -1.566 2.096
C -0.255 -1.672 1.408
N 2.720 -0.869 -1.311
N 0.551 0.955 -0.659
C 3.114 -2.198 -1.796
C -0.355 -0.600 3.967
C 1.077 -0.822 3.423
C -3.731 1.683 -0.772
C 2.129 -1.711 1.173
C 1.594 0.473 0.289
C 2.108 0.119 -2.253
C -2.768 1.707 -1.959
C -0.300 1.397 -2.632
C 1.813 -0.924 -0.102
C 0.586 0.422 -1.990
C -0.838 1.375 -0.241
C -1.286 1.978 -1.622
C -1.421 -0.634 1.559
C -1.730 0.223 0.250
H -0.397 -2.321 0.559
H 4.000 -2.542 -1.178
H 2.355 -3.003 -1.636
H 3.438 -2.159 -2.836
H -0.216 0.181 4.710
H -0.756 -1.520 4.309
H 1.539 0.176 3.229
H 1.850 -1.347 4.142
H -3.769 2.705 -0.414
H -4.731 1.505 -1.205
H 2.982 -1.214 1.543
H 2.419 -2.719 0.971
H 1.163 0.556 1.308
H 2.489 1.107 0.420
H 2.646 1.065 -2.260
H 2.252 -0.192 -3.301
H -3.114 2.376 -2.757
H -2.885 0.723 -2.423
H 0.473 2.172 -2.920
H -0.840 1.158 -3.574
H 0.970 -1.362 -0.502
H 0.094 -0.529 -2.247
H -0.568 2.143 0.510
H -1.217 3.095 -1.637
H -2.278 -1.206 1.778
H -1.848 -0.516 -0.528
```

SMILES: CN1C[C@@H]2C[C@H]3CCC(=O)[C@H]4[C@H]3N2C[C@@H]1CC1=C[C@H]4C(=O)CC1

***

6.
Computed, not measured: a single C19H26N2O3 molecule, with ωB97M-V/def2-TZVPD.

Geometry as XYZ:
```
50
Properties=species:S:1:pos:R:3
C 2.303 -3.310 1.861
C 1.434 -2.068 1.827
H 1.706 -1.361 2.619
H 0.373 -2.321 1.931
O 1.611 -1.428 0.558
C 1.088 -0.217 0.430
O 0.568 0.389 1.333
C 1.257 0.336 -0.988
C 0.165 1.391 -1.233
H -0.028 1.909 -0.293
H 0.502 2.121 -1.969
C -1.132 0.719 -1.725
N -1.209 -0.633 -1.230
C -1.847 -0.996 -0.091
O -1.684 -2.084 0.433
C -2.839 -0.010 0.440
C -2.534 0.805 1.521
C -3.514 1.653 2.015
C -4.757 1.640 1.407
N -5.058 0.853 0.387
C -4.135 0.036 -0.092
C -4.533 -0.843 -1.236
H -4.271 -1.878 -1.024
H -4.014 -0.543 -2.146
H -5.604 -0.762 -1.396
H -5.559 2.283 1.746
H -3.314 2.304 2.852
H -1.546 0.777 1.954
C -0.226 -1.521 -1.817
C 1.108 -0.792 -2.019
H 1.928 -1.503 -1.924
H 1.157 -0.349 -3.016
H -0.607 -1.895 -2.776
H -0.114 -2.367 -1.137
H -1.144 0.671 -2.819
H -2.003 1.286 -1.397
C 2.672 0.943 -1.083
C 2.969 1.956 -0.004
C 3.578 1.509 1.290
C 4.396 2.295 0.311
H 4.643 3.318 0.549
H 5.172 1.778 -0.233
H 3.258 1.987 2.203
H 3.805 0.460 1.408
H 2.255 2.768 0.049
H 3.401 0.132 -1.017
H 2.780 1.409 -2.067
H 2.016 -3.988 1.062
H 3.350 -3.045 1.736
H 2.176 -3.814 2.815
```

SMILES: CCOC(=O)C1(CC2CC2)CCN(C(=O)c2cccnc2C)CC1

***

Electronic energy (eV)
-108286.481; -59448.076; -25817.086; -23105.929; -27195.529; -29248.232
LUMO level (eV)
2.17; -3.83; -2.39; 0.77; 0.68; 0.75
HOMO-LUMO gap (eV)
8.32; 8.22; 8.00; 8.24; 8.76; 9.92